23
Properties=species:S:1:pos:R:3 method="wB97M-V/def2-TZVPD" charge=+1 s2=0.770 de_lowest_ev=0.546 total_energy_ha=-350.98892 lumo_energy_ha="-0.168 / -0.305" homo_ev="-14.59 / -14.60" spin_multiplicity=2 homo_lumo_gap_ev="10.020 / 6.304"
C -1.4038 0.2579 -2.3818
C 0.1689 1.6084 -0.9746
C -0.8828 0.6384 -1.0323
C 0.5286 2.0445 0.2687
C -1.3868 0.0743 0.1772
C -0.0338 1.5432 1.4684
C -1.0734 0.5767 1.4197
H 0.7033 1.9524 -1.8464
H 1.4699 2.5812 0.3353
H -0.5624 0.3840 -3.0685
H -2.1537 0.9406 -2.7754
H -2.1961 -0.6367 0.0584
H -0.0053 2.0946 2.4013
H -1.6321 0.2543 2.2834
H -1.7055 -0.7860 -2.4388
C 2.1295 -2.0962 0.9822
C 1.2914 -3.1525 0.2412
H 2.7903 -2.6424 1.6528
H 2.6153 -1.5308 0.1901
H 1.5408 -1.4388 1.6227
H 0.5023 -2.7322 -0.3878
H 0.8508 -3.8747 0.9322
H 1.9247 -3.7711 -0.3955